# C6H10

One molecule with the formula C6H10 at a distorted geometry (wB97M-V/def2-TZVPD, the Open Molecules 2025 dataset).

Output
Energy relative to the best compared isomer or geometry (same formula, charge and spin), kcal per mole: 21.1
LUMO, eV: 1.16
HOMO energy, eV: -8.71
Charge: 0
Orbital gap, eV: 9.87
SMILES: C1=CCCCC1
Spin multiplicity: 1

CARTESIAN COORDINATES (ANGSTROEM)
C -1.4103 0.3727 -0.4656
C 1.0901 -0.0282 0.7878
C 1.1362 0.3235 -0.6972
C -1.3513 -0.4966 0.5469
C -0.1940 0.9389 -1.1686
C -0.0812 -1.0286 1.0997
H -0.1846 2.0340 -1.0660
H -2.3817 0.6887 -0.8412
H 1.3546 -0.6097 -1.2259
H -0.0748 -1.2971 2.1607
H -0.3493 -2.1119 0.7238
H -2.1833 -1.1390 0.8423
H 1.9562 1.0129 -0.9411
H 2.0746 -0.3373 1.1610
H 0.8785 0.9097 1.3351
H -0.2799 0.7678 -2.2518